# 1
Entry from the Open Molecules 2025 dataset: C3H8N2O2 as an isolated structure (ωB97M-V with the def2-TZVPD basis set).

The calculation puts the energy relative to the best compared isomer or geometry (same formula, charge and spin) at 9.788 eV. The calculated total energy is -10307.16418 eV.

```
15
Properties=species:S:1:pos:R:3:forces:R:3
C 2.0708 -0.7764 -0.3654 0.9 0.6 0.5
C 0.2820 1.0197 -0.2691 0.0 -1.6 1.1
C -2.3980 0.0119 0.5325 -1.4 1.6 -0.1
H 2.6408 -1.7174 0.4980 -2.1 3.1 -3.0
H 3.2779 -0.2035 -1.1690 -3.8 -1.8 2.3
H 0.8098 -0.9826 -1.0914 4.7 0.0 1.3
H 2.1032 1.1122 0.7671 1.7 2.1 0.3
H -0.3283 -0.9408 -0.0649 0.1 -0.6 1.1
H -2.1600 -0.7814 1.3107 -1.0 0.0 -1.5
H -3.5854 0.3651 0.3774 3.5 -1.1 1.0
H -1.6482 0.7949 0.9874 -2.2 -0.5 -1.3
N 1.4401 0.4450 0.5680 -3.3 -3.0 -4.5
N -0.5593 -0.1926 -0.6723 1.8 0.5 -0.9
O -0.0010 2.1514 -0.5376 0.5 -1.1 0.5
O -1.9443 -0.3054 -0.8714 0.6 1.9 3.1
```
Forces are in eV/Å.

The net atomic charges from Mulliken, expressed in e, are:
1. C -0.843
2. C 0.479
3. C -0.527
4. H 0.212
5. H 0.243
6. H 0.539
7. H 0.262
8. H 0.397
9. H 0.270
10. H 0.249
11. H 0.207
12. N -0.346
13. N -0.363
14. O -0.483
15. O -0.295



# 2
Entry from the Open Molecules 2025 dataset: a 2-piece molecular cluster, C4H12 overall (ωB97M-V with the def2-TZVPD basis set).

The calculation puts the energy relative to the best compared isomer or geometry (same formula, charge and spin) at 0.180 eV. Its structure (SMILES) is CC.CC. The calculated total energy is -4342.34791 eV.

```
16
Properties=species:S:1:pos:R:3:forces:R:3
C -2.4018 -1.8431 0.8726 -0.3 0.2 -0.7
C -1.2090 -1.5958 -0.0433 1.3 0.8 1.1
H -2.1302 -2.4671 1.7212 -0.1 0.0 0.0
H -2.8002 -0.8870 1.2219 0.1 -0.1 0.2
H -3.2153 -2.3176 0.3075 0.2 -0.1 0.3
H -1.3855 -0.8445 -0.8165 -0.3 -0.7 -0.5
H -0.6847 -2.5027 -0.3482 -0.5 0.0 -0.6
H -0.4046 -1.0812 0.5132 -0.3 -0.1 0.3
C 1.3444 2.1580 -0.0118 0.4 -0.1 0.1
C 2.3020 1.2977 -0.8214 0.0 -0.6 -0.5
H 1.3470 3.1905 -0.3454 -0.1 0.1 -0.1
H 0.3356 1.7607 -0.0878 -0.1 0.1 0.1
H 1.6567 2.1745 1.0339 -0.2 -0.1 0.0
H 2.1930 1.4262 -1.9026 -0.1 0.2 0.1
H 3.3489 1.4742 -0.5994 0.1 0.2 0.2
H 2.1285 0.2264 -0.6564 0.0 0.2 0.2
```
Forces are in eV/Å.

The net atomic charges from Mulliken, expressed in e, are:
1. C -0.845
2. C -0.782
3. H 0.279
4. H 0.277
5. H 0.251
6. H 0.298
7. H 0.317
8. H 0.202
9. C -0.744
10. C -0.832
11. H 0.308
12. H 0.205
13. H 0.251
14. H 0.278
15. H 0.307
16. H 0.228



# 3
Entry from the Open Molecules 2025 dataset: a 2-piece molecular cluster, C5H14 overall (ωB97M-V with the def2-TZVPD basis set).

Its spin multiplicity is 2. The calculation puts the energy relative to the best compared isomer or geometry (same formula, charge and spin) at 0.342 eV. The net charge is +1. The expectation value of S² is 0.7526. The calculated total energy is -5400.76385 eV.

```
19
Properties=species:S:1:pos:R:3:forces:R:3
C 1.4420 -1.4807 2.1569 0.1 -0.8 -0.6
C 2.0832 -0.4294 1.2750 0.1 1.2 0.2
H 0.8700 -2.2105 1.5681 -0.2 0.3 0.0
H 2.1920 -2.1229 2.6237 0.0 0.4 0.3
H 0.7909 -1.0303 2.8964 0.0 -0.1 0.3
H 2.6352 -0.8058 0.4171 -0.1 -0.2 0.0
H 2.7654 0.2287 1.8244 0.2 -0.4 0.1
H 1.3643 0.3387 0.9402 -0.2 -0.5 -0.3
C -0.9029 0.4130 -1.2424 -0.3 0.8 0.4
C -1.7640 0.2877 -2.4190 -0.2 -0.7 0.6
C -1.1759 1.3264 -0.0996 -0.3 0.2 -1.2
H 0.1824 0.5171 -1.5581 0.1 -0.8 0.0
H -0.6565 -0.6045 -0.7271 0.6 0.1 0.0
H -1.7781 1.2214 -3.0032 0.1 -0.1 -0.3
H -1.4602 -0.5943 -2.9856 0.0 0.4 -0.5
H -1.7750 0.9299 0.7382 0.4 0.0 0.2
H -1.8090 2.1357 -0.4808 -0.2 0.1 0.1
H -2.8154 0.1824 -2.1227 -0.2 0.1 0.1
H -0.1884 1.6976 0.1985 -0.2 -0.2 0.7
```
Forces are in eV/Å.

The net atomic charges from Mulliken, expressed in e, are:
1. C -0.906
2. C -0.472
3. H 0.275
4. H 0.310
5. H 0.290
6. H 0.303
7. H 0.343
8. H -0.138
9. C 0.153
10. C -1.161
11. C -0.871
12. H 0.380
13. H 0.319
14. H 0.372
15. H 0.382
16. H 0.350
17. H 0.366
18. H 0.374
19. H 0.332



# 4
Entry from the Open Molecules 2025 dataset: C10H11N6NiS as an isolated structure (ωB97M-V with the def2-TZVPD basis set).

The calculation puts the energy relative to the best compared isomer or geometry (same formula, charge and spin) at 0.177 eV. The net charge is +1. The calculated total energy is -71362.91819 eV.

```
29
Properties=species:S:1:pos:R:3:forces:R:3
Ni 0.1337 0.9516 -0.2348 -0.5 -0.5 0.4
N -0.3568 4.0594 2.5438 0.0 0.1 0.1
C -0.0365 3.0007 1.8058 0.1 -0.2 -0.3
S -0.4536 3.0289 0.1060 -0.1 0.1 0.1
N 0.5854 1.9962 2.3907 0.0 0.3 0.5
N 0.8534 1.0086 1.5344 0.3 0.0 -0.4
C 1.4880 -0.0464 1.9011 -0.1 0.1 0.2
C 1.7419 -1.0207 0.8495 0.1 0.0 -0.2
C 2.5249 -2.1527 1.0105 -0.1 0.1 0.0
C 2.7849 -2.9452 -0.0964 0.0 0.0 0.0
C 2.2685 -2.5806 -1.3297 0.0 0.0 0.0
C 1.4778 -1.4464 -1.4107 0.0 -0.1 0.0
N 1.1994 -0.6975 -0.3469 0.1 -0.1 0.0
H -0.8077 4.8565 2.1323 0.0 0.0 0.0
H -0.0795 4.0879 3.5115 0.0 0.0 0.0
H 1.8388 -0.1777 2.9176 0.0 0.0 0.0
H 2.9356 -2.3898 1.9814 0.0 0.0 0.0
H 3.3994 -3.8292 -0.0002 0.0 0.0 0.0
H 2.4680 -3.1601 -2.2186 0.0 0.0 0.0
H 1.0447 -1.1256 -2.3497 0.0 0.0 0.0
N -3.6450 0.2378 -1.7111 0.0 0.1 0.0
C -3.1283 -0.9794 -2.0708 0.0 -0.1 0.0
C -1.8233 -0.9476 -1.7012 0.0 -0.1 0.0
N -1.5408 0.2713 -1.1208 0.1 0.3 -0.3
C -2.6694 0.9607 -1.1474 0.1 0.1 0.0
H -4.5956 0.5434 -1.8394 0.0 0.0 0.0
H -3.7241 -1.7400 -2.5402 0.0 0.0 0.0
H -1.0885 -1.7237 -1.7990 0.0 0.0 0.0
H -2.7952 1.9597 -0.7678 0.0 0.0 0.0
```
Forces are in eV/Å.

The net atomic charges from Mulliken, expressed in e, are:
1. Ni -0.410
2. N -0.369
3. C 0.761
4. S -0.374
5. N -1.121
6. N 0.753
7. C -0.428
8. C 0.899
9. C -0.836
10. C -0.169
11. C -0.843
12. C -0.093
13. N -0.104
14. H 0.199
15. H 0.254
16. H 0.430
17. H 0.417
18. H 0.431
19. H 0.401
20. H 0.702
21. N -0.040
22. C -0.564
23. C -0.331
24. N 0.028
25. C -0.139
26. H 0.206
27. H 0.397
28. H 0.522
29. H 0.423



# 5
Entry from the Open Molecules 2025 dataset: an isolated ion of composition C2H4N4P2 and charge +2 (ωB97M-V with the def2-TZVPD basis set).

The calculation puts the energy relative to the best compared isomer or geometry (same formula, charge and spin) at 1.248 eV. The net charge is +2. Its structure (SMILES) is C1=[NH+]\C=[NH+]/P=N\P=N/1. The calculated total energy is -26655.73447 eV.

```
12
Properties=species:S:1:pos:R:3:forces:R:3
C 0.6708 -0.3989 -1.3502 0.1 -1.3 -0.4
N 0.5326 0.9642 -0.8958 0.1 0.8 0.1
C -0.1927 1.3689 0.0583 -2.8 -3.3 2.9
N -1.2159 0.2805 1.0578 2.8 3.3 -3.0
P -1.3553 -1.2566 1.6936 0.3 -0.3 0.0
N -0.0246 -2.0291 1.4339 0.3 -0.3 0.3
P 1.4315 -2.0715 0.7809 -0.7 0.0 0.5
N 1.0357 -1.2975 -0.5875 0.2 0.6 -0.6
H 0.4229 -0.5472 -2.4038 0.0 0.1 0.1
H 0.9968 1.6678 -1.4897 -0.1 0.1 0.2
H -0.3559 2.3946 0.3564 0.1 0.3 -0.1
H -1.9460 0.9248 1.3460 -0.2 0.1 0.1
```
Forces are in eV/Å.

The net atomic charges from Mulliken, expressed in e, are:
1. C -0.058
2. N -0.028
3. C 0.146
4. N -0.291
5. P 0.427
6. N -0.084
7. P 0.413
8. N -0.040
9. H 0.407
10. H 0.364
11. H 0.430
12. H 0.315



Copy entry 3 word for word.
Entry from the Open Molecules 2025 dataset: a 2-piece molecular cluster, C5H14 overall (ωB97M-V with the def2-TZVPD basis set).

Its spin multiplicity is 2. The calculation puts the energy relative to the best compared isomer or geometry (same formula, charge and spin) at 0.342 eV. The net charge is +1. The expectation value of S² is 0.7526. The calculated total energy is -5400.76385 eV.

```
19
Properties=species:S:1:pos:R:3:forces:R:3
C 1.4420 -1.4807 2.1569 0.1 -0.8 -0.6
C 2.0832 -0.4294 1.2750 0.1 1.2 0.2
H 0.8700 -2.2105 1.5681 -0.2 0.3 0.0
H 2.1920 -2.1229 2.6237 0.0 0.4 0.3
H 0.7909 -1.0303 2.8964 0.0 -0.1 0.3
H 2.6352 -0.8058 0.4171 -0.1 -0.2 0.0
H 2.7654 0.2287 1.8244 0.2 -0.4 0.1
H 1.3643 0.3387 0.9402 -0.2 -0.5 -0.3
C -0.9029 0.4130 -1.2424 -0.3 0.8 0.4
C -1.7640 0.2877 -2.4190 -0.2 -0.7 0.6
C -1.1759 1.3264 -0.0996 -0.3 0.2 -1.2
H 0.1824 0.5171 -1.5581 0.1 -0.8 0.0
H -0.6565 -0.6045 -0.7271 0.6 0.1 0.0
H -1.7781 1.2214 -3.0032 0.1 -0.1 -0.3
H -1.4602 -0.5943 -2.9856 0.0 0.4 -0.5
H -1.7750 0.9299 0.7382 0.4 0.0 0.2
H -1.8090 2.1357 -0.4808 -0.2 0.1 0.1
H -2.8154 0.1824 -2.1227 -0.2 0.1 0.1
H -0.1884 1.6976 0.1985 -0.2 -0.2 0.7
```
Forces are in eV/Å.

The net atomic charges from Mulliken, expressed in e, are:
1. C -0.906
2. C -0.472
3. H 0.275
4. H 0.310
5. H 0.290
6. H 0.303
7. H 0.343
8. H -0.138
9. C 0.153
10. C -1.161
11. C -0.871
12. H 0.380
13. H 0.319
14. H 0.372
15. H 0.382
16. H 0.350
17. H 0.366
18. H 0.374
19. H 0.332



energy relative to the best compared isomer or geometry (same formula, charge and spin) of number 5 (C2H4N4P2)?
1.248 eV



Repeat the fourth record exactly.
Entry from the Open Molecules 2025 dataset: C10H11N6NiS as an isolated structure (ωB97M-V with the def2-TZVPD basis set).

The calculation puts the energy relative to the best compared isomer or geometry (same formula, charge and spin) at 0.177 eV. The net charge is +1. The calculated total energy is -71362.91819 eV.

```
29
Properties=species:S:1:pos:R:3:forces:R:3
Ni 0.1337 0.9516 -0.2348 -0.5 -0.5 0.4
N -0.3568 4.0594 2.5438 0.0 0.1 0.1
C -0.0365 3.0007 1.8058 0.1 -0.2 -0.3
S -0.4536 3.0289 0.1060 -0.1 0.1 0.1
N 0.5854 1.9962 2.3907 0.0 0.3 0.5
N 0.8534 1.0086 1.5344 0.3 0.0 -0.4
C 1.4880 -0.0464 1.9011 -0.1 0.1 0.2
C 1.7419 -1.0207 0.8495 0.1 0.0 -0.2
C 2.5249 -2.1527 1.0105 -0.1 0.1 0.0
C 2.7849 -2.9452 -0.0964 0.0 0.0 0.0
C 2.2685 -2.5806 -1.3297 0.0 0.0 0.0
C 1.4778 -1.4464 -1.4107 0.0 -0.1 0.0
N 1.1994 -0.6975 -0.3469 0.1 -0.1 0.0
H -0.8077 4.8565 2.1323 0.0 0.0 0.0
H -0.0795 4.0879 3.5115 0.0 0.0 0.0
H 1.8388 -0.1777 2.9176 0.0 0.0 0.0
H 2.9356 -2.3898 1.9814 0.0 0.0 0.0
H 3.3994 -3.8292 -0.0002 0.0 0.0 0.0
H 2.4680 -3.1601 -2.2186 0.0 0.0 0.0
H 1.0447 -1.1256 -2.3497 0.0 0.0 0.0
N -3.6450 0.2378 -1.7111 0.0 0.1 0.0
C -3.1283 -0.9794 -2.0708 0.0 -0.1 0.0
C -1.8233 -0.9476 -1.7012 0.0 -0.1 0.0
N -1.5408 0.2713 -1.1208 0.1 0.3 -0.3
C -2.6694 0.9607 -1.1474 0.1 0.1 0.0
H -4.5956 0.5434 -1.8394 0.0 0.0 0.0
H -3.7241 -1.7400 -2.5402 0.0 0.0 0.0
H -1.0885 -1.7237 -1.7990 0.0 0.0 0.0
H -2.7952 1.9597 -0.7678 0.0 0.0 0.0
```
Forces are in eV/Å.

The net atomic charges from Mulliken, expressed in e, are:
1. Ni -0.410
2. N -0.369
3. C 0.761
4. S -0.374
5. N -1.121
6. N 0.753
7. C -0.428
8. C 0.899
9. C -0.836
10. C -0.169
11. C -0.843
12. C -0.093
13. N -0.104
14. H 0.199
15. H 0.254
16. H 0.430
17. H 0.417
18. H 0.431
19. H 0.401
20. H 0.702
21. N -0.040
22. C -0.564
23. C -0.331
24. N 0.028
25. C -0.139
26. H 0.206
27. H 0.397
28. H 0.522
29. H 0.423



Which of these has the lowest calculated total energy?
C10H11N6NiS